Version 1
16
Properties=species:S:1:pos:R:3 method="wB97M-V/def2-TZVPD" homo_ha=-0.326
C 1.48 -0.74 -0.38
C -0.99 -0.40 -1.12
C 0.00 1.78 1.05
C 0.00 -0.80 0.08
N -0.32 -0.12 1.31
F -1.66 -0.38 1.40
H 1.41 -1.36 -1.34
H 1.68 0.24 -0.73
H 2.09 -1.15 0.43
H -0.78 0.51 -1.42
H -1.98 -0.62 -0.78
H -0.84 -1.08 -1.94
H -0.19 2.01 0.04
H -0.69 2.02 1.70
H 0.95 1.99 1.48
H -0.17 -1.90 0.23

Version 2
16
Properties=species:S:1:pos:R:3 method="wB97M-V/def2-TZVPD" smiles=CC[C@H](F)CN homo_ha=-0.353
C -1.09 -0.52 1.66
C 0.11 -0.92 0.91
C 0.23 -0.41 -0.48
F 1.37 -1.15 -1.03
C 0.48 1.03 -0.65
N 0.41 1.59 -1.97
H -1.97 -0.72 1.02
H -1.07 -1.21 2.56
H -1.04 0.58 1.91
H 1.06 -0.61 1.46
H 0.09 -2.01 0.79
H -0.60 -0.87 -1.03
H 1.57 1.15 -0.21
H -0.22 1.56 -0.08
H -0.47 1.34 -2.35
H 1.15 1.18 -2.51

Version 3
16
Properties=species:S:1:pos:R:3 method="wB97M-V/def2-TZVPD" smiles=C[C@H](CN)CF homo_ha=-0.331
C -1.65 -0.07 -0.28
C -0.43 -0.40 0.49
C 0.43 0.90 0.55
N 1.25 1.18 -0.55
C 0.35 -1.40 -0.30
F 1.66 -1.31 0.14
H -2.25 -0.93 -0.24
H -2.19 0.75 0.20
H -1.47 0.20 -1.36
H -0.55 -0.75 1.55
H -0.22 1.75 0.77
H 1.09 0.82 1.41
H 2.07 0.51 -0.45
H 1.71 2.16 -0.48
H 0.31 -1.00 -1.32
H -0.11 -2.44 -0.14

The structure with the least stability is version 1.

Version 1
156
Properties=species:S:1:pos:R:3 method="wB97M-V/def2-TZVPD" total_charge=+1 homo_ha=-0.399
C 1.09 -2.03 2.18
C 0.30 -1.43 1.02
N 1.00 -1.66 -0.25
C 0.99 -2.66 -1.15
N 0.26 -3.79 -1.10
S 0.42 -4.87 -2.44
C -0.66 -4.19 -0.06
C -2.04 -3.61 -0.33
O -2.22 -2.62 -1.00
I -3.69 -4.66 0.53
N 1.80 -2.40 -2.20
C 2.30 -1.20 -1.96
C 3.17 -0.59 -3.00
C 4.05 -1.69 -3.69
O 5.27 -1.11 -4.11
N 1.85 -0.71 -0.79
C 2.11 0.58 -0.20
F 2.43 0.46 1.09
F 3.15 1.12 -0.81
C 0.86 1.53 -0.38
F 0.61 2.19 0.75
F 1.16 2.41 -1.35
H 0.70 -1.66 3.12
H 2.13 -1.73 2.11
H 1.05 -3.11 2.20
H -0.70 -1.82 0.97
H 0.21 -0.37 1.22
H -0.87 -4.93 -2.81
H -0.76 -5.27 -0.11
H -0.33 -3.96 0.95
H 3.86 0.16 -2.65
H 2.56 -0.13 -3.77
H 3.53 -2.05 -4.56
H 4.28 -2.48 -2.99
H 5.73 -0.79 -3.34
H -0.02 0.98 -0.73
C 1.24 2.37 3.72
C 0.80 1.97 5.12
O 1.74 2.27 6.12
C 2.06 3.65 6.28
C 0.87 4.51 6.65
H 2.22 1.95 3.49
H 0.51 2.03 2.99
H 1.32 3.46 3.62
H 0.68 0.88 5.15
H -0.18 2.40 5.36
H 2.55 4.03 5.38
H 2.80 3.69 7.08
H 0.13 4.55 5.85
H 1.19 5.53 6.85
H 0.37 4.12 7.54
C 8.54 2.90 -2.61
C 7.31 2.86 -3.49
O 6.20 2.18 -2.91
C 5.71 2.72 -1.70
C 5.19 4.14 -1.81
H 8.82 1.89 -2.30
H 9.37 3.35 -3.15
H 8.37 3.49 -1.71
H 7.54 2.31 -4.41
H 7.01 3.87 -3.80
H 6.46 2.65 -0.91
H 4.89 2.07 -1.42
H 5.99 4.85 -2.04
H 4.73 4.46 -0.87
H 4.45 4.22 -2.61
C 6.43 9.14 1.69
C 5.73 8.46 0.53
O 6.03 7.08 0.41
C 5.69 6.27 1.51
C 4.20 6.25 1.82
H 7.51 8.98 1.63
H 6.23 10.21 1.67
H 6.09 8.76 2.66
H 6.05 8.91 -0.40
H 4.64 8.61 0.60
H 6.27 6.55 2.39
H 6.00 5.26 1.24
H 3.85 7.23 2.16
H 3.99 5.53 2.62
H 3.62 5.98 0.94
C -5.26 4.69 4.00
C -5.72 3.50 4.82
O -4.95 2.33 4.62
C -3.58 2.43 4.96
C -3.32 2.76 6.41
H -5.21 4.43 2.94
H -5.96 5.52 4.12
H -4.27 5.04 4.30
H -6.74 3.23 4.53
H -5.76 3.76 5.88
H -3.08 3.15 4.29
H -3.15 1.45 4.73
H -3.67 3.76 6.67
H -2.24 2.73 6.62
H -3.82 2.06 7.07
C 1.09 5.45 -0.60
C 0.21 5.30 -1.83
O -0.90 6.18 -1.83
C -0.59 7.56 -1.82
C 0.23 8.03 -3.01
H 0.50 5.35 0.31
H 1.87 4.69 -0.60
H 1.59 6.42 -0.57
H -0.22 4.30 -1.86
H 0.80 5.41 -2.74
H -0.09 7.83 -0.88
H -1.55 8.08 -1.81
H 1.23 7.59 -3.02
H 0.34 9.11 -2.98
H -0.27 7.75 -3.94
C -3.15 -10.86 -1.51
C -2.79 -9.46 -1.04
O -3.70 -8.91 -0.11
C -3.84 -9.63 1.11
C -2.57 -9.72 1.92
H -4.18 -10.88 -1.89
H -2.47 -11.18 -2.30
H -3.09 -11.58 -0.70
H -2.81 -8.78 -1.90
H -1.77 -9.43 -0.64
H -4.26 -10.62 0.92
H -4.59 -9.08 1.68
H -1.80 -10.32 1.41
H -2.77 -10.20 2.88
H -2.15 -8.73 2.10
C -7.42 -10.23 0.88
C -7.37 -9.79 -0.58
O -7.44 -10.86 -1.50
C -8.62 -11.65 -1.46
C -9.89 -10.87 -1.74
H -6.65 -10.98 1.07
H -7.26 -9.38 1.53
H -8.39 -10.67 1.14
H -6.41 -9.31 -0.77
H -8.15 -9.05 -0.79
H -8.69 -12.17 -0.49
H -8.49 -12.42 -2.22
H -10.10 -10.13 -0.97
H -10.74 -11.55 -1.79
H -9.81 -10.34 -2.69
C -1.91 -0.99 -5.28
C -0.70 -0.53 -4.49
O 0.30 0.09 -5.27
C -0.08 1.28 -5.94
C -0.54 2.40 -5.02
H -1.61 -1.63 -6.11
H -2.60 -1.55 -4.64
H -2.47 -0.15 -5.70
H -0.22 -1.40 -4.04
H -1.00 0.12 -3.66
H -0.85 1.06 -6.69
H 0.80 1.60 -6.49
H -1.46 2.14 -4.49
H -0.72 3.31 -5.59
H 0.22 2.60 -4.26

Version 2
156
Properties=species:S:1:pos:R:3 method="wB97M-V/def2-TZVPD" total_charge=+1 homo_ha=-0.400
C 2.60 1.21 1.48
C 1.55 0.96 0.41
N 0.32 1.75 0.56
C -0.05 3.00 0.16
N 0.67 3.88 -0.56
S -0.09 5.36 -1.01
C 2.00 3.66 -1.10
C 1.94 2.87 -2.41
O 1.01 2.20 -2.72
I 3.68 3.05 -3.59
N -1.28 3.28 0.57
C -1.76 2.22 1.18
C -3.19 2.11 1.57
C -3.77 3.42 2.12
O -4.91 3.16 2.89
N -0.80 1.26 1.24
C -0.86 -0.10 1.76
F 0.26 -0.37 2.44
F -1.87 -0.07 2.62
C -1.10 -1.16 0.63
F -0.31 -2.21 0.85
F -2.39 -1.53 0.69
H 3.38 0.45 1.41
H 2.16 1.16 2.48
H 3.07 2.19 1.38
H 1.92 1.14 -0.60
H 1.26 -0.09 0.42
H -0.10 5.09 -2.32
H 2.46 4.63 -1.29
H 2.66 3.13 -0.41
H -3.38 1.33 2.30
H -3.71 1.82 0.65
H -4.13 4.05 1.30
H -3.00 3.97 2.68
H -4.70 2.58 3.64
H -0.91 -0.74 -0.36
C 2.19 -3.28 2.57
C 3.70 -3.47 2.61
O 4.20 -3.88 3.87
C 3.72 -5.13 4.34
C 4.05 -6.30 3.43
H 1.87 -2.60 3.35
H 1.91 -2.88 1.59
H 1.66 -4.23 2.69
H 4.19 -2.51 2.41
H 4.02 -4.16 1.82
H 2.64 -5.08 4.52
H 4.20 -5.26 5.31
H 3.54 -6.23 2.47
H 3.74 -7.23 3.90
H 5.12 -6.34 3.24
C -5.71 1.23 7.06
C -6.00 1.41 5.58
O -4.86 1.18 4.74
C -4.29 -0.11 4.81
C -5.22 -1.25 4.42
H -4.88 1.85 7.37
H -6.59 1.51 7.64
H -5.48 0.19 7.31
H -6.29 2.44 5.38
H -6.83 0.77 5.27
H -3.86 -0.30 5.80
H -3.47 -0.05 4.10
H -6.03 -1.38 5.14
H -4.67 -2.19 4.38
H -5.67 -1.06 3.44
C -6.41 -6.57 7.34
C -6.60 -5.60 6.19
O -5.83 -4.42 6.30
C -4.43 -4.60 6.33
C -3.86 -5.27 5.09
H -6.59 -6.07 8.30
H -7.12 -7.40 7.25
H -5.41 -7.00 7.36
H -7.64 -5.25 6.17
H -6.42 -6.10 5.23
H -4.12 -5.15 7.23
H -4.01 -3.60 6.43
H -4.19 -6.30 4.99
H -2.77 -5.28 5.14
H -4.16 -4.73 4.19
C 3.37 -6.86 -3.17
C 4.67 -6.13 -3.44
O 4.73 -4.82 -2.87
C 4.60 -4.76 -1.46
C 5.68 -5.51 -0.70
H 2.52 -6.26 -3.50
H 3.36 -7.80 -3.72
H 3.24 -7.10 -2.11
H 4.80 -5.97 -4.51
H 5.52 -6.73 -3.10
H 3.61 -5.10 -1.15
H 4.67 -3.69 -1.23
H 5.62 -6.58 -0.85
H 5.57 -5.31 0.37
H 6.68 -5.18 -1.01
C -3.13 -4.68 1.19
C -3.89 -4.28 -0.07
O -3.99 -5.31 -1.03
C -4.67 -6.48 -0.61
C -6.11 -6.25 -0.18
H -2.15 -5.08 0.93
H -3.00 -3.81 1.84
H -3.67 -5.43 1.76
H -3.36 -3.48 -0.59
H -4.88 -3.89 0.20
H -4.11 -6.98 0.20
H -4.64 -7.15 -1.47
H -6.18 -5.65 0.72
H -6.59 -7.21 0.02
H -6.66 -5.75 -0.98
C 4.46 9.40 -4.35
C 4.10 8.06 -3.72
O 4.96 7.00 -4.10
C 6.33 7.16 -3.77
C 6.60 7.24 -2.28
H 4.52 9.31 -5.43
H 3.69 10.14 -4.10
H 5.41 9.78 -3.98
H 3.11 7.75 -4.06
H 4.06 8.15 -2.63
H 6.74 8.04 -4.28
H 6.82 6.29 -4.19
H 6.18 8.14 -1.82
H 7.68 7.26 -2.10
H 6.19 6.37 -1.77
C 7.52 7.00 -7.14
C 6.07 7.16 -7.56
O 5.74 8.46 -8.02
C 6.44 8.92 -9.16
C 6.24 8.06 -10.40
H 7.78 7.77 -6.41
H 7.66 6.02 -6.69
H 8.22 7.08 -7.98
H 5.42 7.00 -6.70
H 5.80 6.41 -8.31
H 7.51 9.01 -8.94
H 6.07 9.93 -9.33
H 6.66 7.07 -10.29
H 6.72 8.54 -11.25
H 5.17 7.96 -10.61
C -3.36 1.92 -3.53
C -3.13 1.64 -2.06
O -4.30 1.57 -1.26
C -5.24 0.55 -1.63
C -4.69 -0.86 -1.52
H -3.96 2.82 -3.65
H -2.40 2.07 -4.03
H -3.87 1.10 -4.03
H -2.55 2.45 -1.61
H -2.54 0.72 -1.94
H -5.63 0.74 -2.63
H -6.07 0.69 -0.93
H -3.90 -1.06 -2.25
H -5.49 -1.58 -1.70
H -4.29 -1.04 -0.52

The structure with the least stability is version 1.

Version 1
14
Properties=species:S:1:pos:R:3 method="wB97M-V/def2-TZVPD" homo_ha=-0.320
C 0.40 1.88 -1.20
C -0.36 0.82 -1.15
C 0.99 0.03 1.17
N -0.23 -0.19 0.44
Si -0.98 -1.69 0.19
H 0.27 2.64 -1.82
H 1.29 2.10 -0.53
H -1.38 0.50 -1.54
H 0.92 -0.87 1.82
H 1.92 0.16 0.69
H 0.92 0.97 1.69
H -1.60 -2.55 1.26
H -2.10 -1.23 -0.62
H -0.07 -2.57 -0.40

Version 2
14
Properties=species:S:1:pos:R:3 method="wB97M-V/def2-TZVPD" smiles="C=C[SiH2]NC" homo_ha=-0.327
C -1.85 1.03 0.80
C -0.58 1.30 1.15
Si 1.14 0.72 0.18
N 1.30 -0.96 -0.26
C 0.24 -1.36 -1.11
H -2.59 1.14 1.48
H -2.23 0.63 -0.16
H -0.26 1.40 2.20
H 0.92 1.51 -1.17
H 2.53 0.94 0.97
H 1.57 -1.81 0.19
H 0.50 -1.41 -2.19
H 0.03 -2.34 -0.99
H -0.71 -0.79 -1.10

Version 3
14
Properties=species:S:1:pos:R:3 method="wB97M-V/def2-TZVPD" homo_ha="-0.321 / -0.267"
C 1.16 -1.79 0.05
C 1.16 1.61 0.98
C -3.05 0.27 -0.45
N 1.65 -0.79 -0.99
Si 0.58 0.01 0.09
H 0.51 -2.63 -0.27
H 1.83 -2.27 0.79
H 0.97 1.60 1.95
H 2.24 1.64 0.67
H 0.69 2.46 0.53
H -2.62 -0.72 -0.66
H -3.50 0.57 0.46
H -3.11 1.03 -1.24
H 1.50 -0.99 -1.91

The structure with the least stability is version 3.

Version 1
18
Properties=species:S:1:pos:R:3 method="wB97M-V/def2-TZVPD" total_charge=+1 homo_ha=-0.538
C -3.14 0.23 0.67
N -2.00 0.84 0.80
H -4.06 0.70 0.71
H -3.04 -0.74 0.31
H -0.99 0.45 0.60
H -2.15 1.76 1.07
H 3.02 2.74 -0.88
H 3.03 2.95 0.61
O 2.74 2.30 -0.05
H 1.34 0.98 0.31
H 0.75 0.34 -0.88
O 0.51 0.52 0.07
H -0.31 -2.51 0.70
H 0.37 -1.23 0.86
O -0.57 -1.58 0.82
H 0.91 -3.10 -1.82
H 2.09 -2.29 -2.33
O 1.47 -2.36 -1.57

Version 2
18
Properties=species:S:1:pos:R:3 method="wB97M-V/def2-TZVPD" total_charge=+1 homo_ha=-0.531
C 0.59 1.69 1.34
N -0.10 1.73 0.25
H -0.03 1.81 2.29
H 1.65 1.27 1.32
H -0.46 0.65 -0.04
H 0.14 2.49 -0.41
H 1.62 4.90 -0.22
H 1.92 4.14 -1.34
O 1.69 4.00 -0.43
H -0.77 -0.93 -0.99
H -0.49 -1.53 0.40
O -0.73 -0.74 -0.07
H -0.17 -3.61 -1.72
H -1.08 -2.69 -2.57
O -0.18 -2.91 -2.50
H -2.00 -3.60 1.50
H -0.48 -3.18 1.92
O -1.12 -3.50 1.27

The structure with the least stability is version 2.

Version 1
12
Properties=species:S:1:pos:R:3 method="wB97M-V/def2-TZVPD" total_charge=-1 homo_ha=-0.209
C -2.36 -1.00 -0.36
C 1.01 -0.01 -1.63
C 0.42 -0.30 1.14
C 0.15 1.02 0.58
C 0.18 -0.07 -0.28
N -3.34 -1.39 0.06
O 2.21 -0.04 -1.31
O 0.43 0.12 -2.70
H 1.45 -0.52 1.56
H -0.42 -0.94 1.47
H -0.76 1.47 0.83
H 1.06 1.65 0.63

Version 2
12
Properties=species:S:1:pos:R:3 method="wB97M-V/def2-TZVPD" total_charge=-1 homo_ha=-0.116
C 0.88 -0.45 -1.51
C -0.26 0.09 -1.18
C 2.57 -0.32 0.29
C -0.82 0.83 -0.18
C -1.74 0.02 0.87
N 1.97 -0.76 -0.61
O -0.83 2.05 -0.20
O 3.02 0.01 1.31
H 1.01 -1.01 -2.44
H -1.32 0.28 1.92
H -1.70 -1.11 0.89
H -2.77 0.37 0.82

Version 3
12
Properties=species:S:1:pos:R:3 method="wB97M-V/def2-TZVPD" total_charge=-1 smiles="N#CC1(C(=O)[O-])CC1" homo_ha=-0.165
N -0.80 2.03 -2.76
C -0.31 1.58 -1.79
C 0.28 1.01 -0.71
C 1.53 2.04 -0.32
O 2.54 1.81 -0.93
O 1.25 2.83 0.52
C 0.34 -0.45 -0.48
C -0.42 0.45 0.54
H 1.29 -0.88 -0.31
H -0.36 -1.09 -1.08
H -1.57 0.30 0.57
H -0.06 0.79 1.53

The structure with the least stability is version 1.